An isolated molecule of C16H22ClN5O4 at a distorted geometry. Source: the OMol25 dataset; level of theory: ωB97M-V with the def2-TZVPD basis set.

Bonds (Å) are listed after each position.
Positions of all 48 atoms, in Å:
1 C -4.0425 0.9013 1.4429  C2 1.506, H27 1.142, H28 1.089, H29 1.084
2 C -3.5566 -0.3781 0.8140  C1 1.506, C3 1.538, H30 1.130, H31 1.151
3 C -2.7575 -0.2646 -0.4956  C2 1.538, C4 1.588, C5 1.581, H32 1.082
4 C -3.5863 0.3314 -1.7122  C3 1.588, H33 1.130, H34 1.141, H35 1.085
5 C -1.4345 0.5857 -0.3360  C3 1.581, N6 1.486, C7 1.548, H36 1.121
6 N -0.7113 0.6648 -1.6322  C5 1.486, H37 1.038, H38 0.984
7 C -0.4316 0.0670 0.7234  C5 1.548, O8 1.264, N9 1.420
8 O -0.4481 0.7024 1.8162  C7 1.264
9 N 0.4522 -1.0378 0.6009  C7 1.420, C10 1.413, N13 1.427
10 C 0.4376 -1.9612 -0.4682  N9 1.413, C11 1.511, H39 1.128, H40 1.161
11 C 0.7054 -3.2983 0.1823  C10 1.511, C12 1.537, H41 1.116, H42 1.138
12 C 1.4691 -3.0414 1.4908  C11 1.537, N13 1.507, H43 1.153, H44 1.079
13 N 1.1915 -1.5744 1.6965  N9 1.427, C12 1.507, C14 1.373
14 C 2.0661 -0.8949 2.5076  N13 1.373, O15 1.260, N16 1.402
15 O 2.4259 -1.3634 3.6206  C14 1.260
16 N 2.5545 0.3991 2.2805  C14 1.402, C17 1.403, H45 0.971
17 C 2.7366 0.8851 0.9773  N16 1.403, C18 1.342, C26 1.396
18 C 2.1938 2.0985 0.7959  C17 1.342, C19 1.424, H46 1.124
19 C 2.2397 2.6893 -0.4986  C18 1.424, C20 1.392, H47 1.109
20 C 2.7655 2.0238 -1.6021  C19 1.392, N21 1.425, C24 1.421
21 N 2.5454 2.5980 -2.8878  C20 1.425, O22 1.260, O23 1.216
22 O 1.6701 3.4929 -3.0350  N21 1.260
23 O 3.3183 2.2894 -3.7746  N21 1.216
24 C 3.3223 0.7368 -1.3736  C20 1.421, Cl25 1.860, C26 1.370
25 Cl 3.8944 -0.3950 -2.7339  C24 1.860
26 C 3.2035 0.1751 -0.1302  C17 1.396, C24 1.370, H48 1.106
27 H -3.1225 1.5610 1.5908  C1 1.142
28 H -4.4463 0.7553 2.4437  C1 1.089
29 H -4.8037 1.2914 0.7775  C1 1.084
30 H -4.4743 -1.0350 0.7586  C2 1.130
31 H -2.9498 -0.8737 1.6571  C2 1.151
32 H -2.5584 -1.2961 -0.7540  C3 1.082
33 H -4.6307 -0.0928 -1.6312  C4 1.130
34 H -3.6683 1.4570 -1.5442  C4 1.141
35 H -3.0884 0.1287 -2.6547  C4 1.085
36 H -1.6247 1.6713 -0.1329  C5 1.121
37 H -1.3703 1.0189 -2.3513  N6 1.038
38 H 0.1303 1.1733 -1.5979  N6 0.984
39 H -0.5464 -2.0496 -1.0127  C10 1.128
40 H 1.3009 -1.8952 -1.2415  C10 1.161
41 H -0.2322 -3.8620 0.4032  C11 1.116
42 H 1.2970 -3.8534 -0.6154  C11 1.138
43 H 2.5709 -3.3280 1.3107  C12 1.153
44 H 0.8878 -3.5066 2.2715  C12 1.079
45 H 2.1870 1.0200 2.9308  N16 0.971
46 H 1.8429 2.5583 1.7601  C18 1.124
47 H 1.6725 3.6283 -0.6596  C19 1.109
48 H 3.4029 -0.9024 0.0223  C26 1.106

Output
Frontier orbital gap ... 0.300 hartree
Charge ... 0
HOMO energy ... -0.334 hartree
SMILES ... CC[C@@H](C)[C@H](N)C(=O)N1CCCN1C(=O)Nc1ccc([N+](=O)[O-])c(Cl)c1
LUMO energy ... -0.9 eV